[1]
Computed, not measured: 3 unconnected molecules or ions with the total composition C42H79ClF4N7O6P2SSi, with ωB97M-V/def2-TZVPD.

Summary:
HOMO (alpha / beta) in eV: -10.21 / -10.62
Multiplicity: 3
⟨S²⟩: 2.01
LUMO (alpha / beta) in eV: -3.5 / -3.5
Charge: +1
Gap between HOMO and LUMO (alpha / beta) in eV: 6.7 / 7.1

Atoms and positions in Å:
C1 1.482508 -4.476878 -3.829578
C2 1.450299 -3.119414 -3.106719
P1 0.487212 -3.439009 -1.564315
C3 1.692166 -4.014419 -0.300837
N1 -0.218693 -1.851973 -0.996564
C4 -1.646336 -1.795327 -1.369415
C5 -2.047797 -0.555981 -2.185448
C6 -3.434684 -0.006761 -1.840082
C7 -4.033981 0.741757 -3.028154
C8 -3.050240 1.664609 -3.744544
C9 -3.627204 3.047419 -3.985594
O1 -2.678783 3.916785 -4.553501
C10 -2.710292 3.895927 -5.962310
C11 0.398069 -0.882334 -0.370948
N2 -0.223531 0.196231 0.169596
C12 -1.425670 -0.016918 0.986273
C13 -1.284921 -0.846154 2.260934
C14 -2.675086 -1.235110 2.713197
F1 -3.190952 -2.203640 1.908294
F2 -2.641517 -1.751229 3.959437
F3 -3.530660 -0.194150 2.703490
C15 0.601074 1.355046 0.507266
Cl1 0.182433 2.098363 2.110351
C16 0.288637 2.484641 -0.504046
O2 -0.646863 2.408556 -1.263423
N3 1.151796 3.624057 -0.491810
C17 0.499882 4.818885 -0.074825
O3 -0.157374 5.568274 -0.767291
F4 0.739151 5.081302 1.222152
O4 1.966451 1.192897 0.523733
C18 2.452439 -0.139039 0.664473
P2 2.233580 -0.912057 2.361439
C19 2.542646 0.293378 3.704199
C20 3.332520 -2.361485 2.575501
Si1 4.369885 0.020745 0.313048
C21 4.734488 1.397567 -0.923991
C22 5.227468 0.559734 1.899446
C23 5.139577 -1.617909 -0.206157
N4 1.803892 -0.957927 -0.337094
N5 2.433831 -0.723775 -1.614007
C24 1.908196 -0.017678 -2.476632
S1 1.220087 0.769122 -3.604103
H1 2.326274 -5.060566 -3.492572
H2 0.602255 -5.061421 -3.579889
H3 1.485175 -4.356305 -4.901805
H4 0.978099 -2.357596 -3.708418
H5 2.467961 -2.874379 -2.833001
H6 1.382697 -5.022890 -0.072222
H7 2.703934 -4.029272 -0.684425
H8 1.583514 -3.401795 0.581891
H9 -2.296730 -1.982713 -0.526380
H10 -1.847650 -2.628278 -2.024152
H11 -2.106613 -0.854097 -3.226188
H12 -1.300639 0.220361 -2.141680
H13 -3.357784 0.665393 -0.994296
H14 -4.068633 -0.862582 -1.629264
H15 -4.435758 0.030535 -3.740790
H16 -4.865941 1.345217 -2.681317
H17 -2.730816 1.275680 -4.705880
H18 -2.141256 1.829857 -3.177765
H19 -4.501326 2.991087 -4.634292
H20 -3.929148 3.465500 -3.030872
H21 -3.655246 4.294462 -6.315412
H22 -1.892970 4.499689 -6.328821
H23 -2.566932 2.889034 -6.346272
H24 -1.913329 0.923029 1.179854
H25 -2.194098 -0.522601 0.428882
H26 -0.773652 -1.761701 2.002434
H27 -0.769500 -0.327198 3.050524
H28 1.918826 3.470124 0.161408
H29 2.644229 1.293899 3.308758
H30 3.496160 0.059912 4.167381
H31 1.792846 0.227990 4.475956
H32 3.519816 -2.903254 1.662900
H33 4.258606 -2.119794 3.082960
H34 2.794586 -3.027786 3.236058
H35 5.731232 1.787523 -0.786807
H36 4.004610 2.196235 -0.844711
H37 4.641117 0.997313 -1.927260
H38 4.681167 1.403366 2.311358
H39 6.198382 0.957004 1.638084
H40 5.311930 -0.231980 2.628456
H41 5.766572 -1.476032 -1.076438
H42 4.413157 -2.400675 -0.384256
H43 5.787899 -1.969292 0.587834
C25 4.834135 3.857270 7.672863
C26 5.389600 3.677026 6.247496
C27 6.492515 4.700355 5.977584
C28 5.965472 6.115821 5.761642
C29 4.898071 6.133300 4.669589
C30 3.761238 5.143170 4.923081
N6 4.293805 3.777880 5.235837
O5 4.680013 3.186863 4.151452
C31 2.866588 5.664373 6.065969
C32 2.844373 5.089740 3.708706
C33 5.992453 2.276414 6.228871
H44 4.548531 4.878062 7.910664
H45 3.971738 3.210364 7.838034
H46 5.596315 3.584421 8.401617
H47 7.055082 4.397922 5.088355
H48 7.200552 4.689061 6.807817
H49 5.567623 6.521529 6.695212
H50 6.789257 6.770810 5.474358
H51 4.480778 7.137729 4.577885
H52 5.371104 5.904576 3.709031
H53 2.198714 4.881151 6.426557
H54 2.248018 6.485651 5.707220
H55 3.421777 6.060316 6.912081
H56 3.376380 4.819907 2.796427
H57 2.396299 6.066890 3.538934
H58 2.032277 4.374451 3.858195
H59 5.223873 1.515719 6.377514
H60 6.719237 2.185488 7.034082
H61 6.511952 2.061917 5.296661
C34 -6.950023 -3.775054 -1.813518
C35 -6.868476 -3.472192 -3.322174
C36 -7.770048 -4.435836 -4.095216
C37 -7.208614 -5.852810 -4.181896
C38 -5.790100 -5.834828 -4.743916
C39 -4.851818 -4.900749 -3.980105
N7 -5.451916 -3.542967 -3.801349
O6 -5.317469 -2.856579 -4.888365
C40 -4.497188 -5.523110 -2.613667
C41 -3.531108 -4.801737 -4.731822
C42 -7.412363 -2.058095 -3.473661
H62 -6.791015 -4.819960 -1.561420
H63 -6.230153 -3.172160 -1.256892
H64 -7.943791 -3.527999 -1.442509
H65 -7.919265 -4.055007 -5.110302
H66 -8.755391 -4.455447 -3.626606
H67 -7.229249 -6.332538 -3.199715
H68 -7.846446 -6.458396 -4.827203
H69 -5.374721 -6.844444 -4.734477
H70 -5.831449 -5.526110 -5.792962
H71 -4.026224 -4.785957 -1.960063
H72 -3.791275 -6.341605 -2.750069
H73 -5.348469 -5.951367 -2.091509
H74 -3.650190 -4.470794 -5.761459
H75 -3.057487 -5.781830 -4.770026
H76 -2.842223 -4.116510 -4.230162
H77 -6.782896 -1.322435 -2.968528
H78 -8.408864 -1.998469 -3.039015
H79 -7.506265 -1.760326 -4.516124

Atoms 1-6, force components in eV/Å:
C -0.4777 0.0521 0.3785
C 0.3173 -0.7085 0.7092
P -0.8884 -0.7596 -0.1917
C -0.3722 0.4261 -0.5766
N 0.1415 -0.1749 0.0535
C -0.4129 0.4177 -0.8237

Mulliken population analysis, charges in e, atoms 1 to 4: -1.386 -0.081 0.046 -0.709

=====

[2]
Computed, not measured: C2H3F2I in the gas phase, with ωB97M-V/def2-TZVPD.

Summary:
HOMO in eV: -8.89
Energy above the lowest of the compared OMol25 structures with the same formula, charge and spin in kcal/mol: 71.0
LUMO in eV: 0.2
Gap between HOMO and LUMO in eV: 9.1

Atoms and positions in Å:
C1 1.571666 -0.049212 0.605290
C2 -1.824236 0.192055 -1.285517
F1 -2.822850 -0.599801 -1.311557
F2 -2.227495 1.124361 -0.369443
I1 -0.207836 -1.159525 0.289053
H1 2.437329 -0.736597 0.527479
H2 1.618879 0.780055 -0.158231
H3 1.454544 0.448664 1.702926

Atoms 1-6, force components in eV/Å:
C 0.0677 1.9409 1.7802
C 0.0903 2.5625 -0.1052
F -1.1785 -1.3879 -0.1227
F 0.4147 -0.3410 -0.5519
I 0.7832 -0.9432 0.7833
H -0.6595 0.5625 0.1586

natural (NBO) population analysis, charges in e, atoms 1 to 4: -0.775 0.555 -0.334 -0.386

=====

[3]
Computed, not measured: a molecular structure, C13H22CaN4O3S3Si, with ωB97M-V/def2-TZVPD.

Summary:
HOMO in eV: -7.92
Energy above the lowest of the compared OMol25 structures with the same formula, charge and spin in kcal/mol: 0.0
LUMO in eV: 0.2
Gap between HOMO and LUMO in eV: 8.1

Atoms and positions in Å:
Ca1 0.020417 2.084378 0.657234
C1 -1.535830 -3.487167 -3.438724
Si1 -2.639098 -2.100563 -2.599473
C2 -4.489964 -2.599833 -2.454246
C3 -2.503177 -0.767522 -3.819065
C4 -1.852667 -1.717489 -0.888055
C5 -2.193733 -2.578351 0.174439
C6 -1.993964 -2.227896 1.519760
C7 -1.424517 -1.041745 1.860954
N1 -1.083918 -0.155428 0.852350
C8 -1.244878 -0.482215 -0.453279
S1 -0.896958 0.756846 -1.674303
H1 -1.353622 -3.303737 -4.514421
H2 -2.094760 -4.478421 -3.434450
H3 -0.582935 -3.771392 -2.921182
H4 -4.577901 -3.573996 -3.015569
H5 -5.202807 -1.890762 -3.028001
H6 -4.937287 -2.604598 -1.452541
H7 -2.938052 -1.143356 -4.786593
H8 -1.439394 -0.493143 -4.011692
H9 -3.016400 0.149287 -3.531179
H10 -2.495843 -3.574988 -0.033764
H11 -2.442221 -2.809548 2.330754
H12 -1.233231 -0.660173 2.881866
C9 -2.161420 4.835383 3.516055
S2 -0.738170 4.047694 2.758900
O1 -0.813054 4.336895 1.315282
O2 0.429098 4.568195 3.418767
O3 -0.822062 2.571065 2.953463
H13 -1.868424 5.775922 3.957141
H14 -2.417314 4.201870 4.383376
H15 -3.092211 4.944431 2.887832
C10 6.309691 -0.294377 2.058917
C11 5.375209 0.880012 2.185573
C12 4.296048 0.978058 1.175419
N2 3.025140 1.282058 1.388172
N3 2.187394 1.190375 0.264276
C13 2.921393 0.784072 -0.782849
N4 2.307384 0.444692 -1.945190
S3 4.605624 0.590518 -0.504574
H16 6.960028 -0.318559 2.950214
H17 6.914164 -0.142951 1.130415
H18 5.810125 -1.246055 2.023409
H19 5.975285 1.856718 2.141840
H20 4.850090 0.827029 3.153936
H21 1.267349 0.441910 -2.038013
H22 2.831373 -0.083146 -2.613179

Atoms 1-6, force components in eV/Å:
Ca -0.9442 -0.0599 0.5365
C -0.8438 -1.6072 0.5683
Si 1.0823 -1.0920 0.0121
C -0.7140 0.4475 -1.3806
C 0.3131 0.8647 -1.6563
C -0.5447 0.0441 1.4876

natural (NBO) population analysis, charges in e, atoms 1 to 4: 1.791 -1.101 1.639 -1.119

=====

[4]
Computed, not measured: C8H9N3O2 in the gas phase, with ωB97M-V/def2-TZVPD.

Summary:
HOMO in eV: -9.82
Energy above the lowest of the compared OMol25 structures with the same formula, charge and spin in kcal/mol: 104.9
LUMO in eV: 0.1
Gap between HOMO and LUMO in eV: 9.9
SMILES string: O=C(/C=N/O)NCc1ccncc1

Atoms and positions in Å:
C1 -2.447942 0.756672 -0.007747
C2 -2.445636 -0.824320 0.290940
C3 -0.227730 -1.249037 -0.849223
C4 1.030746 -0.494788 -0.351461
C5 1.178831 0.180134 0.873433
C6 2.416192 0.458981 1.394314
C7 3.446177 -0.132250 -0.619239
C8 2.248213 -0.714154 -1.067252
H1 -0.722719 3.110684 -0.189594
H2 -3.308409 1.447954 0.277557
H3 -1.060156 -2.297386 0.583367
H4 -0.789589 -0.815315 -1.945016
H5 -0.188194 -2.373055 -1.246963
H6 0.373954 0.395326 1.502633
H7 2.527709 0.399662 2.550635
H8 4.385950 -0.315526 -1.131901
H9 2.150458 -1.259107 -1.957711
N1 -1.352201 1.394741 -0.455058
N2 -1.293156 -1.415180 0.117857
N3 3.621260 0.361617 0.688027
O1 -1.589580 2.722904 -0.557575
O2 -3.584597 -1.294019 0.697403

Atoms 1-6, force components in eV/Å:
C 2.3851 1.3249 -0.7668
C -6.0212 2.5995 0.6370
C -2.1879 0.1806 -4.1641
C 1.4975 -1.0029 -0.6421
C -0.2138 -0.9109 -1.2951
C 3.4392 -1.2265 0.6180

natural (NBO) population analysis, charges in e, atoms 1 to 4: -0.061 0.639 -0.249 0.016